76
Properties=species:S:1:pos:R:3 method="wB97M-V/def2-TZVPD" s2=2.012 lumo_ev="-0.10 / -0.33" relative_energy_kcal_mol=1.05 multiplicity=3 homo_lumo_gap_ev="7.762 / 7.526" homo_energy_ev="-7.863 / -7.861"
V -0.2000 0.3568 1.0172
O 0.6184 6.1841 2.7484
C 0.4849 4.9057 2.3418
C 1.0868 4.4284 1.1744
C 0.8874 3.1039 0.8529
N 0.1610 2.3195 1.6293
C -0.4463 2.7599 2.7222
C -0.3109 4.0675 3.1265
C -1.3128 1.6753 3.3429
O -1.9507 1.8842 4.3462
O -1.2819 0.5808 2.6335
C 1.3327 2.3811 -0.4050
O 2.0197 2.9330 -1.2359
O 0.8309 1.1804 -0.4708
H 1.1782 6.6733 2.1351
H 1.6759 5.0617 0.5228
H -0.8142 4.4357 4.0089
C 0.0359 -4.5135 -2.0387
C -0.3760 -4.6630 -0.5806
N 0.6284 -4.1588 0.3532
C 1.6862 -5.0908 0.7671
C 3.0139 -4.8577 0.0590
C 0.6489 -2.8888 0.7913
S -0.5787 -1.8265 0.1657
N 1.6319 -2.6208 1.6528
C 1.9292 -1.4407 2.1728
O 1.3736 -0.3270 1.9680
C 3.0704 -1.4312 3.1357
C 3.8088 -2.5830 3.3924
C 4.8648 -2.5482 4.2881
C 5.1881 -1.3639 4.9370
C 4.4540 -0.2128 4.6859
C 3.4000 -0.2457 3.7875
H -0.7727 -4.8454 -2.6913
H 0.9202 -5.1076 -2.2685
H 0.2519 -3.4683 -2.2621
H -0.5349 -5.7134 -0.3349
H -1.3137 -4.1442 -0.3995
H 1.3163 -6.0924 0.5494
H 1.8155 -5.0092 1.8446
H 2.9087 -4.9482 -1.0221
H 3.7449 -5.5968 0.3905
H 3.3981 -3.8660 0.2914
H 3.5439 -3.4981 2.8819
H 5.4366 -3.4461 4.4832
H 6.0115 -1.3382 5.6391
H 4.7031 0.7107 5.1920
H 2.8200 0.6434 3.5833
N -0.5653 -0.1609 -2.9084
C -0.9265 0.8308 -3.8014
C -0.2300 2.0430 -3.8403
C -0.6749 3.0755 -4.6516
C -1.8045 2.9255 -5.4475
C -2.4821 1.7127 -5.4266
C -2.0533 0.6763 -4.6140
H -0.8248 -1.1088 -3.1154
H 0.2846 -0.0395 -2.3804
H 0.6577 2.1695 -3.2293
H -0.1209 4.0062 -4.6667
H -2.1419 3.7329 -6.0832
H -3.3614 1.5728 -6.0430
H -2.6059 -0.2565 -4.5850
F -6.6651 0.9863 -1.7258
C -5.7014 1.8785 -2.0012
F -5.5488 1.9127 -3.3317
F -6.1536 3.0855 -1.6207
C -4.4090 1.5429 -1.3012
C -4.3992 0.6888 -0.2113
C -3.1933 0.4314 0.4117
N -2.0423 0.9751 -0.0009
C -2.0652 1.8014 -1.0474
C -3.2261 2.1132 -1.7323
H -5.3046 0.2224 0.1474
H -3.1315 -0.2174 1.2745
H -1.1169 2.1962 -1.3773
H -3.1815 2.7643 -2.5957

=====

75
Properties=species:S:1:pos:R:3 method="wB97M-V/def2-TZVPD" lumo_ev=0.32 relative_energy_kcal_mol=0.00 homo_lumo_gap_ev=9.631 homo_energy_ev=-9.311
Ga -0.1836 0.0111 -0.0187
C 2.5225 -0.0554 2.6103
C 3.0784 -0.5830 1.2818
P 2.2691 0.0139 -0.2484
C 2.9775 -1.0387 -1.5455
C 4.1352 -0.6726 -2.2325
C 4.6720 -1.5252 -3.1826
C 4.0565 -2.7405 -3.4559
C 2.9068 -3.1059 -2.7747
C 2.3671 -2.2603 -1.8172
C 2.9276 1.6729 -0.5633
C 3.6942 2.3663 0.3671
C 4.1658 3.6405 0.0759
C 3.8824 4.2205 -1.1490
C 3.1141 3.5338 -2.0810
C 2.6291 2.2735 -1.7864
C 1.1734 -0.6542 3.0205
P -0.3003 0.2240 2.3799
C -0.2098 1.8846 3.0938
C 0.4215 2.8864 2.3585
C 0.5702 4.1558 2.8959
C 0.0787 4.4340 4.1620
C -0.5718 3.4462 4.8886
C -0.7180 2.1746 4.3582
C -1.7179 -0.6401 3.0825
C -2.8227 -0.8666 2.2674
C -3.9233 -1.5512 2.7592
C -3.9257 -2.0107 4.0657
C -2.8205 -1.8021 4.8812
C -1.7153 -1.1280 4.3898
H 2.4638 1.0365 2.6002
H 3.2469 -0.2983 3.3911
H 2.9974 -1.6726 1.2410
H 4.1406 -0.3427 1.1838
H 4.6146 0.2768 -2.0355
H 5.5682 -1.2373 -3.7144
H 4.4736 -3.3975 -4.2070
H 2.4074 -4.0407 -2.9880
H 1.4651 -2.5606 -1.3027
H 3.9379 1.9251 1.3230
H 4.7579 4.1735 0.8074
H 4.2538 5.2100 -1.3783
H 2.8773 3.9906 -3.0319
H 2.0100 1.7528 -2.5067
H 1.0920 -0.6490 4.1096
H 1.0754 -1.6885 2.6816
H 0.7529 2.6929 1.3443
H 1.0474 4.9305 2.3119
H 0.1850 5.4271 4.5767
H -0.9747 3.6689 5.8671
H -1.2437 1.4154 4.9217
H -2.8234 -0.5478 1.2328
H -4.7628 -1.7428 2.1061
H -4.7812 -2.5520 4.4471
H -2.8144 -2.1752 5.8961
H -0.8577 -0.9883 5.0342
C -1.8416 1.9651 -2.5032
C -1.4406 2.4367 -1.1069
O -0.3331 1.7763 -0.6242
C -1.0479 3.9307 -1.1751
F -1.9544 4.6806 -1.8146
F 0.1100 4.0770 -1.8347
F -0.8776 4.4645 0.0436
C -2.6395 2.2810 -0.1343
F -3.2728 1.1207 -0.3338
F -2.2256 2.2751 1.1454
F -3.5430 3.2560 -0.2565
H -1.0368 2.2089 -3.1951
H -2.7610 2.4397 -2.8468
H -1.9793 0.8874 -2.4805
O -0.1091 -2.0067 0.5696
Se -1.2444 -2.4675 -0.6049
O -2.6820 -2.7989 0.0316
O -1.2611 -0.8748 -1.2778
O -0.6196 -3.5143 -1.6519

=====

71
Properties=species:S:1:pos:R:3 method="wB97M-V/def2-TZVPD" total_charge=-1 lumo_ev=1.99 relative_energy_kcal_mol=0.00 homo_lumo_gap_ev=6.173 homo_energy_ev=-4.181
Cs -0.3082 0.2593 -0.8951
C -4.0589 -1.7451 -2.3389
P -3.7556 -0.8659 -0.7550
C -3.9808 -2.2568 0.4168
C -5.3283 0.0856 -0.5770
C -6.5577 -0.5647 -0.4498
C -7.7391 0.1395 -0.3095
C -7.7091 1.5287 -0.2978
C -6.5000 2.1864 -0.4303
C -5.2976 1.4892 -0.5693
P -3.6984 2.4213 -0.7641
C -4.1478 3.4629 -2.2185
C -3.8846 3.6819 0.5656
H -4.9761 -2.3390 -2.3278
H -3.1987 -2.3962 -2.5088
H -4.1101 -1.0223 -3.1546
H -4.8720 -2.8604 0.2337
H -3.9988 -1.8731 1.4376
H -3.0868 -2.8750 0.3136
H -6.5878 -1.6478 -0.4616
H -8.6793 -0.3888 -0.2101
H -8.6250 2.0961 -0.1876
H -6.4997 3.2703 -0.4249
H -5.0946 3.9890 -2.0828
H -4.2156 2.8357 -3.1076
H -3.3538 4.1936 -2.3804
H -4.7971 4.2743 0.4807
H -3.0238 4.3506 0.5186
H -3.8683 3.1848 1.5357
Cl 1.1829 -3.7488 -3.2461
C 1.3274 -3.5885 -1.5128
C 2.4268 -4.1749 -0.8846
C 2.5927 -4.0761 0.4674
Cl 3.9380 -4.9007 1.2321
C 1.6724 -3.3449 1.2521
C 1.8033 -3.1489 2.6449
C 0.8657 -2.4234 3.3180
C -0.2219 -1.8942 2.5997
N -0.3830 -2.0616 1.3130
C 0.5439 -2.7685 0.6181
C 0.3079 -2.8974 -0.8289
O -0.7076 -2.3859 -1.3836
H 3.1485 -4.7177 -1.4806
H 2.6576 -3.5673 3.1600
H 0.9562 -2.2426 4.3811
H -0.9780 -1.3044 3.1103
S 2.3091 2.6691 -1.3871
P 3.0096 1.6059 0.1447
S 1.7908 0.9045 1.5630
C 4.3549 2.5857 0.9275
C 4.4496 2.7321 2.3033
C 5.4935 3.4597 2.8619
C 6.4530 4.0393 2.0473
C 6.3637 3.8936 0.6667
C 5.3191 3.1746 0.1118
C 3.9516 0.1741 -0.5097
C 3.9622 -0.1342 -1.8615
C 4.6594 -1.2474 -2.3207
C 5.3623 -2.0417 -1.4317
C 5.3648 -1.7285 -0.0758
C 4.6515 -0.6387 0.3831
H 3.6925 2.2713 2.9263
H 5.5559 3.5715 3.9379
H 7.2682 4.6055 2.4816
H 7.1093 4.3466 0.0246
H 5.2340 3.0746 -0.9636
H 3.4112 0.4977 -2.5467
H 4.6444 -1.4947 -3.3753
H 5.8975 -2.9146 -1.7854
H 5.8967 -2.3595 0.6235
H 4.6163 -0.4149 1.4434

=====

71
Properties=species:S:1:pos:R:3 method="wB97M-V/def2-TZVPD" total_charge=-1 lumo_ev=2.21 relative_energy_kcal_mol=6.09 homo_lumo_gap_ev=6.293 homo_energy_ev=-4.084
Pd 0.0789 0.8484 0.0916
Cl -1.0115 -1.7317 -1.4567
C -2.5101 -0.9137 -1.7912
C -3.6314 -1.7116 -1.9657
C -4.8589 -1.1338 -2.2440
C -4.9513 0.2449 -2.3548
C -3.8207 1.0298 -2.1826
C -2.5708 0.4784 -1.8906
P -1.0456 1.4911 -1.5591
C -0.2490 1.2836 -3.2131
C -0.9433 1.1740 -4.4168
C -0.2605 1.0129 -5.6132
C 1.1278 0.9520 -5.6207
C 1.8274 1.0359 -4.4257
C 1.1413 1.1921 -3.2276
C -1.7861 3.1741 -1.6871
C -1.7216 4.0104 -2.7980
C -2.2820 5.2830 -2.7612
C -2.9242 5.7335 -1.6187
C -2.9881 4.9108 -0.4999
C -2.4092 3.6526 -0.5325
H -3.5295 -2.7853 -1.8795
H -5.7327 -1.7594 -2.3748
H -5.9017 0.7142 -2.5774
H -3.9117 2.1045 -2.2724
H -2.0282 1.2087 -4.4206
H -0.8128 0.9270 -6.5418
H 1.6599 0.8232 -6.5555
H 2.9078 0.9657 -4.4180
H 1.6750 1.2036 -2.2817
H -1.2228 3.6761 -3.6977
H -2.2125 5.9241 -3.6320
H -3.3603 6.7246 -1.5924
H -3.4730 5.2591 0.4040
H -2.4169 3.0193 0.3486
I 3.1543 4.9157 5.1138
C 3.2337 3.4745 3.5831
C 2.2799 3.4907 2.5786
C 2.3153 2.5097 1.5949
C 3.3061 1.5338 1.5968
C 4.2764 1.5650 2.5920
C 4.2385 2.5186 3.6002
C 3.3277 0.3791 0.5794
O 4.4458 -0.0299 0.2512
O 2.1990 -0.0412 0.1950
H 1.5089 4.2506 2.5645
H 1.5481 2.5019 0.8184
H 5.0593 0.8181 2.5671
H 4.9808 2.5179 4.3875
C -0.7255 0.9603 3.1266
N -0.3797 -0.2093 2.3033
C 0.8824 -0.7734 2.8262
N 0.7614 -1.1629 4.2347
C 0.3918 0.0259 4.9987
N -0.8719 0.6095 4.5440
C -1.9108 -0.4184 4.6472
N -1.5976 -1.6210 3.8644
C -1.4254 -1.2161 2.4610
C -0.3153 -2.1434 4.3481
H -1.6691 1.3714 2.7611
H 0.0523 1.7161 3.0221
H 1.6684 -0.0341 2.7285
H 1.1536 -1.6405 2.2240
H 1.1839 0.7718 4.8928
H 0.2950 -0.2413 6.0545
H -2.8561 -0.0023 4.2919
H -2.0241 -0.7050 5.6959
H -2.3691 -0.8054 2.0930
H -1.1696 -2.0907 1.8608
H -0.0516 -3.0279 3.7642
H -0.4278 -2.4343 5.3964

=====

Number 1: strongest force on any atom 0.25 eV/A, electronic energy -97035.633 eV. Number 2: strongest force on any atom 0.50 eV/A, electronic energy -195461.794 eV. Number 3: strongest force on any atom 0.58 eV/A, electronic energy -111307.346 eV. Number 4: strongest force on any atom 0.59 eV/A, electronic energy -76083.785 eV.